Entry 1:
Molecular formula: C21H21F7O25PPd
Method: DFT, ωB97M-V with the def2-TZVPD basis set

XYZ file:
```
76
Properties=species:S:1:pos:R:3:forces:R:3:mulliken_spin:R:1
Pd -0.95484 -5.82038 7.68497 -0.2 0.2 0.1 1.07
P -1.91174 -5.23153 9.82588 1.1 0.5 -1.2 0.05
F -2.26409 -5.73002 14.91774 -0.3 0.0 0.0 0.00
F -0.56921 -9.43779 11.98626 0.2 0.0 0.0 0.00
F -5.96048 -3.26264 12.05087 0.2 0.1 0.0 0.00
F 0.62941 -1.38867 11.02224 0.1 0.0 0.0 0.00
F -5.08936 -1.60998 9.49323 -0.1 0.0 0.0 0.00
F -6.92614 -6.71267 8.14303 -0.2 0.0 0.0 0.00
F -5.82173 -5.61771 5.09043 0.1 -0.3 0.0 0.00
O -3.01120 -12.12225 10.48117 0.0 -0.2 0.0 0.00
O -2.91883 -5.67920 8.70598 -0.4 -0.4 0.1 0.19
O -6.22181 -4.66538 13.76889 0.3 0.5 0.2 0.00
O -7.90645 -6.16088 13.79010 -0.2 -0.1 0.2 0.00
O -0.80908 -6.37224 9.72721 -0.3 -0.5 0.7 0.27
O 2.55452 -2.34903 10.36711 0.1 0.1 -0.2 0.00
O 1.82699 -5.65606 15.58251 0.0 0.1 0.1 0.00
O -2.38568 1.01587 8.49787 0.1 0.2 -0.1 0.00
O -1.11167 -4.13621 8.99881 0.1 0.7 -0.2 0.32
O -3.15307 -9.89304 10.79585 0.0 0.0 -0.4 0.00
O -6.31033 -10.32094 9.69184 0.0 0.0 0.2 0.00
O -6.03935 -3.30316 6.98635 0.0 0.2 -0.2 0.00
O 0.56764 -6.90265 14.20261 0.0 -0.1 -0.1 0.00
O -1.17840 -10.81272 10.32999 0.2 -0.1 -0.3 0.00
O -5.83398 -8.10707 9.55026 -0.2 -0.1 0.2 0.00
O 4.16286 -2.97618 11.82786 0.0 0.0 -0.1 0.00
O -3.25381 -1.06079 8.31353 -0.2 0.0 0.0 0.00
O -2.37465 -4.73862 11.13565 -0.4 -0.4 0.4 0.07
O -2.61102 -0.30947 10.31352 0.0 0.0 -0.3 0.00
O 2.06999 -3.79769 11.99241 -0.1 0.3 0.0 0.00
O -7.57524 -2.11278 5.82234 -0.1 0.0 0.1 0.00
O -6.08137 -3.42244 4.76537 0.3 0.0 -0.2 0.00
O -5.66723 -9.39137 7.74463 0.6 0.2 0.3 0.00
O -6.25880 -6.29779 12.26167 -0.3 0.4 0.1 0.00
O -0.17226 -4.91288 14.84834 -0.2 0.1 -0.1 0.00
C -6.90654 -5.74928 13.31445 0.2 -0.5 -0.4 0.00
C -0.63753 -6.70667 13.47056 -0.5 0.2 0.3 0.00
C -3.79058 -1.95816 9.24774 0.3 -0.1 0.3 0.00
C -0.91588 -9.49166 10.64442 -0.4 0.8 0.7 0.00
C -2.51606 -11.05305 10.53508 -0.2 0.1 0.1 0.00
C -2.26687 -8.81086 10.47529 0.3 -0.4 0.1 0.00
C -2.92564 -1.70250 10.45279 0.2 -0.1 0.5 0.00
C -4.87591 -4.03260 6.59318 -0.1 0.0 0.4 0.01
C 0.92170 -3.73627 11.12448 0.4 -0.6 -0.3 -0.01
C -2.71162 0.00056 9.00689 -0.1 -0.3 0.1 0.00
C -5.17636 -4.40704 5.15764 -0.2 0.3 0.5 0.00
C 0.84288 -5.80896 14.94280 0.1 -0.3 0.0 0.00
C -5.12958 -5.48710 11.93782 0.3 -0.3 0.0 0.00
C -5.15059 -8.08486 7.36507 -1.3 -1.1 0.0 0.00
C 3.04258 -3.03863 11.44874 0.0 -0.2 0.3 0.00
C -1.23154 -5.43826 14.07787 1.2 0.4 -0.2 0.00
C 1.17223 -2.47190 10.34514 -0.8 0.1 0.4 0.00
C -6.66581 -2.86284 5.88118 0.0 -0.1 -0.1 0.00
C -5.97268 -9.38141 9.06415 0.0 -0.1 -0.4 0.00
C -5.70625 -7.22084 8.49216 0.8 0.3 -0.4 -0.01
C -5.32528 -4.24128 12.78337 -0.3 -0.4 -0.5 0.00
H -0.41674 -6.62706 12.40832 0.0 0.1 0.0 0.00
H -1.35353 -7.50330 13.67042 0.3 -0.3 -0.1 0.00
H -4.30194 -4.43970 4.51553 -0.1 0.0 -0.3 0.00
H -5.63740 -7.93782 6.40501 0.4 0.7 -0.1 0.00
H -3.75945 -2.98137 8.88732 0.0 0.0 -0.2 0.00
H -0.02454 -3.76332 11.65518 0.1 0.2 0.3 0.00
H -4.75186 -4.86843 7.27289 0.1 -0.1 -0.1 0.00
H 0.97484 -4.61362 10.47823 -0.2 0.1 -0.1 0.00
H -4.40517 -3.83111 13.18638 -0.1 0.1 0.3 0.00
H -5.05036 -6.40388 8.77692 0.0 0.0 0.1 0.02
H -2.43281 -7.99060 11.16228 0.0 0.0 0.0 0.00
H -4.06623 -8.12232 7.30860 0.1 0.2 0.1 0.00
H -2.38846 -8.48811 9.44130 -0.2 0.1 0.0 0.00
H -2.01640 -2.29817 10.41760 0.1 0.1 -0.1 0.01
H -4.00262 -3.38329 6.67954 0.0 0.0 -0.2 0.00
H -0.09926 -9.04532 10.08972 0.1 -0.3 -0.2 0.00
H -4.21960 -6.01764 12.20917 0.0 0.0 0.1 0.00
H -5.08859 -5.27932 10.87198 -0.2 0.1 0.0 0.01
H -3.40558 -1.88533 11.40908 -0.2 0.2 -0.1 0.00
H 0.71959 -2.45417 9.35972 0.4 -0.1 -0.2 0.00
H -1.50858 -4.67591 13.35509 -0.5 -0.1 0.1 0.00
```
Positions in Å, forces in eV/Å.

Its total charge is -1. As for the spin multiplicity: 3. The HOMO-LUMO gap (alpha / beta) comes out at 8.27 / 7.76 eV. The LUMO energy (alpha / beta) comes out at -0.0116 / -0.0314 Eh. The expectation value of S² is 2.0105. Its HOMO energy (alpha / beta) is -8.59 / -8.62 eV.


Entry 2:
Molecular formula: C21H21FN4O3S
Method: DFT, ωB97M-V with the def2-TZVPD basis set

XYZ file:
```
51
Properties=species:S:1:pos:R:3:forces:R:3:lowdin_charge:R:1
S 0.18962 1.82153 -0.09436 0.7 -0.6 -0.2 1.22
F 7.35960 -1.31072 1.40438 -0.1 0.1 0.0 0.06
O 3.06677 2.75419 -0.70821 0.0 0.0 0.0 0.08
O -6.13316 0.48708 0.10558 -0.2 0.0 0.1 0.09
O -2.14690 2.63280 0.34206 -0.3 0.1 0.0 -0.02
N -4.15160 1.55860 0.23239 -0.1 0.2 0.1 0.04
N 0.00149 -0.67270 -0.70127 -0.2 -0.3 -0.1 0.06
N -2.28846 -1.94590 -0.70950 -0.4 0.0 0.0 0.21
N -4.25398 -0.73686 -0.27275 0.0 -0.1 -0.1 0.06
C -4.85880 2.78617 0.55519 -0.2 0.3 0.1 0.01
C 2.09513 -2.83630 -0.65740 0.1 -0.1 0.1 -0.10
C -5.43873 -2.15003 2.08584 0.0 -0.1 -0.1 -0.09
C -5.08037 -1.92806 -0.40687 -0.2 -0.4 0.1 -0.14
C -2.89756 -0.79549 -0.40572 0.4 0.3 0.1 -0.22
C 1.32228 -0.39344 -0.76516 0.6 0.8 0.2 -0.27
C 5.35510 1.04820 -0.44502 -0.2 -0.1 0.1 0.00
C 1.64052 0.91016 -0.44154 -0.9 -0.3 -0.1 -0.37
C 1.72555 -2.56430 -2.07586 0.0 0.0 -0.1 -0.10
C -0.71615 0.36928 -0.35428 0.2 0.7 0.1 -0.45
C 6.46104 0.34463 -0.00867 0.1 -0.1 0.1 0.01
C 6.28760 -0.61698 0.97131 -0.1 0.0 0.0 -0.27
C 2.24776 -1.44326 -1.21606 0.1 -0.1 -0.1 -0.22
C -2.76178 1.59685 0.14165 0.0 -0.5 -0.1 -0.40
C -2.13875 0.35454 -0.20475 -0.1 0.1 0.0 -0.08
C 4.09175 0.77522 0.07336 0.2 0.2 0.1 -0.17
C 5.04825 -0.88757 1.52582 0.3 -0.1 0.0 0.01
C -4.98256 -2.85047 0.81172 -0.1 0.2 0.0 -0.23
C -4.92549 0.45078 0.03084 0.1 0.0 -0.1 -0.44
C 2.93142 1.58518 -0.40202 0.3 -0.1 0.0 -0.39
C 3.94803 -0.18718 1.07004 0.1 0.1 -0.2 -0.02
H -5.43101 2.65265 1.47273 0.0 0.0 -0.1 0.10
H 1.29850 -2.99624 0.05269 -0.1 0.1 0.0 0.10
H -5.54516 3.04001 -0.25195 0.0 0.0 0.1 0.10
H -3.95812 -3.20488 0.94421 0.0 -0.1 0.0 0.10
H 7.44487 0.53397 -0.40776 0.1 0.0 0.0 0.12
H -6.10770 -1.56790 -0.50105 0.2 -0.1 -0.1 0.12
H 4.95980 -1.63268 2.30058 0.0 -0.1 0.1 0.12
H -5.44896 -2.84920 2.91800 0.0 0.0 0.1 0.07
H 3.25199 -1.09608 -1.41438 0.0 -0.2 0.0 0.13
H 2.36991 -2.93365 -2.85853 0.1 0.0 0.0 0.10
H 2.99385 -3.39611 -0.45015 0.1 0.0 0.0 0.10
H -4.76692 -1.33210 2.33725 0.0 0.1 0.1 0.07
H -4.81395 -2.45501 -1.32796 0.0 0.1 0.0 0.12
H -2.79398 -2.77122 -0.97130 0.0 0.0 0.0 0.10
H -4.11269 3.56724 0.68113 -0.1 -0.1 0.0 0.09
H 5.45224 1.81588 -1.19761 0.0 0.1 -0.1 0.12
H 0.67926 -2.54248 -2.33698 -0.1 0.0 0.0 0.09
H -1.27133 -1.85225 -0.83427 0.0 -0.2 -0.1 0.07
H -6.43828 -1.74239 1.95935 -0.1 0.1 0.0 0.08
H -5.61787 -3.71744 0.62207 0.1 -0.1 -0.1 0.11
H 2.97564 -0.37850 1.49700 -0.1 0.0 0.0 0.13
```
Positions in Å, forces in eV/Å.

Its total charge is 0. The HOMO-LUMO gap comes out at 8.02 eV. The LUMO energy comes out at 0.0034 Eh. Its structure (SMILES) is CCCn1c(N)c(-c2nc(C3CC3)c(C(=O)c3ccc(F)cc3)s2)c(=O)n(C)c1=O. Its HOMO energy is -7.93 eV.